[1]
Computed, not measured: the molecule C5H6O, with ωB97M-V with the def2-TZVPD basis set.

XYZ file:
```
12
Properties=species:S:1:pos:R:3
C -1.2728 0.8846 0.1427
C -0.9678 -0.5291 -0.2971
O -1.7972 -1.4081 -0.2747
C 0.4606 -0.8293 -0.7714
C 1.4453 -0.2466 0.1402
C 2.1559 0.2116 0.9975
H -2.3541 1.0295 0.1512
H -0.7874 1.6281 -0.4980
H -0.8833 1.0345 1.1560
H 0.5781 -0.4446 -1.7946
H 0.5705 -1.9169 -0.8143
H 2.7712 0.5934 1.7813
```

SMILES string = C#CCC(C)=O
Gap between HOMO and LUMO = 10.56 eV
Largest force on an atom = 0.60 eV/A
M = 82.102 g/mol
E = -269.28898 hartree



[2]
Computed, not measured: the molecule C5H6O, with ωB97M-V with the def2-TZVPD basis set.

XYZ file:
```
12
Properties=species:S:1:pos:R:3
C 2.8407 0.0275 0.1841
C 1.6442 -0.4535 0.0032
C 0.2893 -0.4789 -0.2974
C -0.7155 0.4333 0.2809
C -1.9503 0.7073 -0.4728
O -1.9647 -0.1555 0.6436
H 3.4841 -0.3407 0.9839
H 1.3612 -1.5182 0.3749
H -0.1032 -1.3011 -0.8940
H -0.3450 1.1846 0.9761
H -2.0941 0.2273 -1.4412
H -2.4467 1.6679 -0.3412
```

Gap between HOMO and LUMO (alpha / beta) = 7.66 / 7.38 eV
Largest force on an atom = 0.52 eV/A
M = 82.102 g/mol
E = -269.11652 hartree



[3]
Computed, not measured: the molecule C5H6O, with ωB97M-V with the def2-TZVPD basis set.

XYZ file:
```
12
Properties=species:S:1:pos:R:3
C 0.4987 -1.0435 -1.4100
C 1.2217 -0.4579 -0.1904
C 0.2883 0.3529 0.5882
C -0.6270 0.8697 1.1834
C -1.8430 1.2071 1.8939
O -2.8918 0.6555 1.6441
H -0.3920 -1.5919 -1.0893
H 0.1746 -0.2459 -2.0848
H 1.1523 -1.7253 -1.9612
H 2.1074 0.1147 -0.4854
H 1.5700 -1.2648 0.4663
H -1.7674 1.9624 2.6945
```

SMILES string = CCC#CC=O
Gap between HOMO and LUMO = 10.60 eV
Largest force on an atom = 0.56 eV/A
M = 82.102 g/mol
E = -269.27830 hartree



[4]
Computed, not measured: the molecule C5H6O in a non-equilibrium geometry, with ωB97M-V with the def2-TZVPD basis set.

XYZ file:
```
12
Properties=species:S:1:pos:R:3
O 0.2016 -2.1013 1.3061
C 0.1226 -1.1230 0.6131
C 0.1903 -0.8458 -0.9071
C 0.4625 0.6478 -0.5328
C -0.8051 1.1293 0.0285
C 0.1958 0.2988 0.9093
H 1.0212 -1.3922 -1.3551
H -0.7265 -1.0323 -1.4734
H 1.3334 1.2013 -0.8605
H -1.7117 0.7071 -0.3906
H -0.9572 1.7135 0.9117
H 0.6732 0.7967 1.7507
```

SMILES string = O=C1C[C@H]2C[C@@H]12
Gap between HOMO and LUMO = 10.40 eV
Largest force on an atom = 2.46 eV/A
M = 82.102 g/mol
E = -269.25935 hartree



[5]
Computed, not measured: the molecule C5H6O2, with ωB97M-V with the def2-TZVPD basis set.

XYZ file:
```
13
Properties=species:S:1:pos:R:3
O 0.4693 0.5928 1.6189
C 0.7099 1.0950 0.3249
C 1.0247 0.0285 -0.7029
C 0.7801 -1.2696 -0.5771
O -0.3187 -1.7345 0.1503
C -1.3495 -0.9442 -0.0096
C -2.3118 -0.2326 -0.1310
H -0.4662 0.3615 1.6869
H -0.0660 1.8068 0.0137
H 1.6525 1.6486 0.4044
H 1.6628 0.3339 -1.5226
H 1.3653 -2.0899 -0.9757
H -3.1523 0.4038 -0.2803
```

SMILES string = C#CO/C=C\CO
Gap between HOMO and LUMO = 10.10 eV
Largest force on an atom = 0.72 eV/A
M = 98.101 g/mol
E = -344.45252 hartree



[6]
Computed, not measured: the molecule C5H6O2, with ωB97M-V with the def2-TZVPD basis set.

XYZ file:
```
13
Properties=species:S:1:pos:R:3
C -0.3856 1.1310 -1.6083
C -0.5243 0.3748 -0.3458
O -0.5814 -2.2593 0.2012
C -0.2164 -1.9222 1.2990
O 0.2144 -0.7001 1.6548
C 0.4619 0.2250 0.5894
C 1.6243 1.0071 0.5354
H 0.6353 1.4868 -1.7167
H -1.0860 1.9726 -1.6139
H -0.6718 0.4922 -2.4522
H -1.5010 -0.0645 -0.1595
H -0.1918 -2.5955 2.1640
H 2.2226 0.8523 1.4527
```

Gap between HOMO and LUMO (alpha / beta) = 7.69 / 7.69 eV
Largest force on an atom = 0.58 eV/A
M = 98.101 g/mol
E = -344.45082 hartree



[7]
Computed, not measured: the molecule C5H6O2 in a non-equilibrium geometry, with ωB97M-V with the def2-TZVPD basis set.

XYZ file:
```
13
Properties=species:S:1:pos:R:3
O 0.8381 2.0858 -0.6780
C -0.2210 1.2773 -0.2427
C 0.0972 -0.2387 -0.3673
C 1.3086 -0.5938 0.5029
O 2.0383 0.2232 1.0183
C -1.0258 -1.0822 0.0146
C -1.9331 -1.8580 0.1459
H 1.5673 1.9193 -0.0611
H -0.4956 1.5123 0.8038
H -1.0964 1.5162 -0.8511
H 0.2188 -0.6249 -1.4013
H 1.4616 -1.6724 0.6923
H -2.7581 -2.4642 0.4239
```

SMILES string = C#C[C@H](C=O)CO
Gap between HOMO and LUMO = 10.72 eV
Largest force on an atom = 1.14 eV/A
M = 98.101 g/mol
E = -344.50871 hartree



[8]
Computed, not measured: a structure of composition C5H6O2, with ωB97M-V with the def2-TZVPD basis set.

XYZ file:
```
13
Properties=species:S:1:pos:R:3
C -1.2212 -0.1989 0.3555
C 0.0737 -1.0759 0.3349
C -0.1110 0.8126 0.7492
C 0.6309 0.9279 -0.6008
C 0.7776 -0.5003 -0.9098
H -1.9418 -0.3947 1.1647
H -1.7206 -0.0050 -0.5869
H 0.1328 -2.1413 0.5086
H -0.2797 1.7024 1.3645
H 0.4336 1.7356 -1.2823
H 0.7091 -0.9390 -1.8995
O 0.6012 -0.2435 1.4112
O 1.9155 0.3201 -0.6093
```

Gap between HOMO and LUMO = 10.75 eV
Largest force on an atom = 0.77 eV/A
M = 98.101 g/mol
E = -344.48431 hartree



[9]
Computed, not measured: a structure of composition C5H6O2 in a non-equilibrium geometry, with ωB97M-V with the def2-TZVPD basis set.

XYZ file:
```
13
Properties=species:S:1:pos:R:3
C -0.7388 0.2427 1.0095
C -0.4834 -0.8259 -0.0665
O -1.0389 0.0879 -1.0554
C -0.4476 1.1223 -0.2233
C 1.1209 1.2904 -0.3138
O 1.7030 0.2313 0.2399
C 1.0042 -0.8312 -0.4430
H -1.7980 0.2826 1.2718
H -0.0971 0.2982 1.8903
H -0.9601 -1.8096 -0.0441
H -0.8977 2.1013 -0.3788
H 1.0262 -0.4629 -1.4808
H 1.6073 -1.7271 -0.4057
```

Gap between HOMO and LUMO (alpha / beta) = 8.23 / 8.23 eV
Largest force on an atom = 1.71 eV/A
M = 98.101 g/mol
E = -344.39763 hartree



[10]
Computed, not measured: a structure of composition C5H6O2, with ωB97M-V with the def2-TZVPD basis set.

XYZ file:
```
13
Properties=species:S:1:pos:R:3
O 0.2939 -1.1006 -0.8770
C 0.3234 -2.1042 0.4623
C 0.3544 -1.0191 1.4213
C 0.3983 -0.0547 0.5606
C 0.4282 1.3745 0.2029
C -0.8341 1.7718 -0.5244
O -0.8295 2.3933 -1.5574
H 1.1623 -1.0162 -1.3131
H 1.2090 -2.7509 0.4004
H -0.6098 -2.6725 0.3810
H 1.3010 1.6917 -0.3778
H 0.4733 1.9428 1.1431
H -1.7709 1.4246 -0.0386
```

Gap between HOMO and LUMO = 9.26 eV
Largest force on an atom = 1.00 eV/A
M = 98.101 g/mol
E = -344.40973 hartree